No. 1
{"formula": "C8H14F6KNO7S2", "method": "ωB97M-V with the def2-TZVPD basis set", "elements": ["K", "C", "F", "F", "F", "S", "O", "O", "N", "S", "O", "O", "C", "F", "F", "F", "C", "O", "C", "C", "O", "C", "C", "O", "C", "H", "H", "H", "H", "H", "H", "H", "H", "H", "H", "H", "H", "H", "H"], "coordinates": [[18.31041, 13.54481, 6.33071], [20.31091, 15.43949, 3.69339], [19.35788, 16.23441, 4.21891], [19.72053, 14.32198, 3.26264], [20.87934, 16.06101, 2.66373], [21.60465, 15.07451, 4.96724], [22.76029, 14.80868, 4.19824], [21.64140, 16.21180, 5.83255], [20.90288, 13.83756, 5.81342], [21.77704, 12.52364, 5.45845], [21.61242, 12.11142, 4.09833], [23.07748, 12.50773, 6.03386], [20.90485, 11.23389, 6.42297], [19.66059, 10.97499, 5.92871], [21.59281, 10.11544, 6.39364], [20.72660, 11.61534, 7.69525], [11.40841, 10.76522, 0.68324], [12.12462, 11.53099, 1.57848], [12.51344, 10.80561, 2.71187], [13.17371, 11.71926, 3.69460], [14.44425, 12.19157, 3.27145], [15.47706, 11.25423, 3.43860], [16.77118, 11.89455, 3.00812], [17.09894, 13.02246, 3.80008], [16.73109, 14.25706, 3.21215], [10.50394, 10.33896, 1.14161], [12.00559, 9.91893, 0.30062], [11.13135, 11.39769, -0.15564], [13.16100, 9.95946, 2.43202], [11.63806, 10.33142, 3.19795], [13.30470, 11.19634, 4.65303], [12.58775, 12.62184, 3.84187], [15.29285, 10.35913, 2.83166], [15.55030, 10.97532, 4.50215], [16.73932, 12.16684, 1.95079], [17.57706, 11.17233, 3.16105], [15.69193, 14.23491, 2.87833], [17.38066, 14.49398, 2.36744], [16.82655, 15.03243, 3.97336]], "e_above_lowest_kcal_mol": 0.0, "lumo_energy_ev": -0.82, "spin_multiplicity": 1, "energy_ha": -2890.123029, "homo_energy_ev": -9.8, "orbital_gap_ev": 8.99}

---

No. 2
{"formula": "C2H4BBrClO", "method": "ωB97M-V with the def2-TZVPD basis set", "elements": ["O", "C", "Cl", "C", "B", "Br", "H", "H", "H", "H"], "coordinates": [[1.35440, -1.60958, -0.32435], [1.30257, -0.45403, -0.11464], [2.92430, 0.35877, 0.38284], [0.20667, 0.52162, -0.22784], [-1.23181, -0.03171, 0.34872], [-2.16955, -1.25076, -1.04517], [0.15617, 0.82900, -1.27531], [0.48404, 1.39676, 0.35960], [-1.05425, -0.67005, 1.36443], [-1.97254, 0.90999, 0.53172]], "lumo_energy_ev": 3.42, "spin_multiplicity": 1, "energy_ha": -3213.020391, "homo_energy_ev": -4.9, "orbital_gap_ev": 8.31, "total_charge": -1}

---

No. 3
{"formula": "C23H18IN9OS2Sn", "method": "ωB97M-V with the def2-TZVPD basis set", "elements": ["Sn", "I", "C", "C", "C", "C", "C", "C", "C", "C", "C", "C", "H", "H", "H", "H", "H", "H", "C", "C", "N", "C", "C", "S", "C", "C", "S", "C", "N", "C", "H", "H", "H", "H", "H", "H", "H", "H", "O", "N", "C", "C", "N", "C", "N", "N", "C", "N", "N", "C", "N", "H", "H", "H", "H"], "coordinates": [[0.51982, -0.11560, 0.11675], [2.45004, 0.69521, 2.47339], [1.56394, 2.58508, 2.49792], [2.05514, 3.44642, 3.43410], [1.52430, 4.74829, 3.53365], [0.52878, 5.12765, 2.69001], [0.01167, 4.23946, 1.71340], [-1.03082, 4.68377, 0.86407], [-1.54407, 3.85543, -0.07969], [-1.03728, 2.54258, -0.20957], [-0.03561, 2.03143, 0.58135], [0.51786, 2.91087, 1.57944], [2.85197, 3.13858, 4.09638], [1.91336, 5.42918, 4.27950], [0.11076, 6.12581, 2.74708], [-1.40331, 5.69429, 0.98580], [-2.33776, 4.19217, -0.73553], [-1.47266, 1.92610, -0.98339], [-0.70543, 0.26509, -3.65652], [-1.78083, -0.18332, -2.71981], [-1.65247, -0.32334, -1.42771], [-2.83906, -0.70200, -0.82546], [-3.87525, -0.85935, -1.68471], [-3.37058, -0.52498, -3.28017], [-2.87938, -0.90140, 0.62990], [-3.94220, -1.35283, 1.34381], [-3.52261, -1.47244, 2.99105], [-1.94040, -0.91110, 2.63802], [-1.75257, -0.64580, 1.37928], [-0.89542, -0.77417, 3.69339], [0.23358, 0.40527, -3.12574], [-0.97918, 1.21575, -4.11612], [-0.56285, -0.46062, -4.45828], [-4.89131, -1.14382, -1.46604], [-4.92415, -1.62230, 0.99160], [-1.27853, -1.06311, 4.67016], [-0.54165, 0.25678, 3.73984], [-0.04521, -1.40914, 3.44017], [1.78993, 0.64769, -1.82031], [2.61945, 1.31061, -1.08810], [3.25673, 2.28511, -1.67158], [4.16425, 3.06439, -0.87465], [4.88748, 3.70211, -0.24812], [3.05536, 2.61186, -3.05712], [2.88285, 2.85764, -4.16701], [0.35931, -4.07657, -2.43376], [0.88090, -5.12859, -1.75398], [1.31585, -6.18370, -2.47403], [0.96776, -5.18315, -0.45672], [0.57856, -4.11540, 0.22293], [0.23950, -3.18387, 0.82133], [0.49413, -3.99873, -3.42560], [0.22221, -3.21713, -1.92398], [1.15861, -6.25246, -3.46082], [1.60671, -6.99789, -1.96419]], "e_above_lowest_kcal_mol": 6.3, "lumo_energy_ev": 0.00, "spin_multiplicity": 1, "energy_ha": -2763.638307, "homo_energy_ev": -7.5, "orbital_gap_ev": 7.48}

---

No. 4
{"formula": "C16H34ClF3NO6P", "method": "ωB97M-V with the def2-TZVPD basis set", "elements": ["C", "C", "C", "C", "O", "P", "O", "O", "C", "C", "C", "F", "F", "F", "O", "C", "Cl", "C", "C", "H", "H", "H", "H", "H", "H", "H", "H", "H", "H", "H", "H", "H", "H", "H", "H", "H", "H", "H", "C", "O", "C", "C", "N", "C", "C", "O", "C", "H", "H", "H", "H", "H", "H", "H", "H", "H", "H", "H", "H", "H", "H", "H"], "coordinates": [[1.85735, 2.52817, 3.13331], [3.49363, 2.50053, 3.02739], [4.08719, 2.70524, 1.50705], [3.23858, 3.83995, 0.61964], [2.14117, 3.09086, -0.02545], [1.10646, 4.12846, -0.97059], [1.61624, 5.61643, -1.12688], [1.11280, 3.44861, -2.61235], [0.37774, 2.14424, -2.51538], [0.97890, 0.98006, -3.50143], [-0.10270, -0.20335, -3.89289], [0.10097, -0.54414, -5.33550], [0.17980, -1.36763, -2.97619], [-1.52289, 0.18677, -3.72943], [-0.52951, 3.96034, -0.40015], [-0.88176, 4.96547, 0.61316], [-1.31714, 4.06206, 2.21343], [-2.15881, 5.89746, 0.06762], [-3.59368, 5.45613, 0.72983], [1.42830, 2.12398, 4.14525], [1.50687, 3.64413, 2.94342], [1.35374, 1.88287, 2.26872], [3.97130, 3.34476, 3.70855], [3.84057, 1.43733, 3.40825], [5.24957, 2.93494, 1.48802], [3.90297, 1.68058, 0.92315], [3.96269, 4.35654, -0.16953], [2.83977, 4.71468, 1.31439], [-0.75166, 2.40602, -2.71252], [0.42192, 1.69800, -1.40943], [1.44753, 1.50572, -4.44290], [1.84333, 0.43858, -2.89249], [-0.02631, 5.71099, 0.89782], [-1.95900, 7.04266, 0.33575], [-2.27358, 5.86092, -1.10090], [-4.44394, 5.88135, 0.01745], [-3.76772, 4.29878, 0.79270], [-3.75831, 5.96158, 1.79163], [-3.15730, -6.77595, 0.99288], [-1.87832, -7.00993, 0.41623], [-1.84113, -6.71935, -0.98587], [-0.90690, -5.53047, -1.25192], [-1.48980, -4.28047, -0.74932], [-0.55361, -3.15167, -0.76687], [0.65995, -3.23479, 0.18022], [0.31184, -3.19333, 1.56539], [0.02302, -4.46169, 2.13700], [-3.12784, -7.10753, 2.03396], [-3.40009, -5.71226, 0.97511], [-3.92910, -7.34708, 0.46797], [-2.84100, -6.54525, -1.40138], [-1.42883, -7.60504, -1.48021], [-0.73639, -5.43971, -2.33024], [0.05153, -5.73837, -0.76572], [-1.80472, -4.42271, 0.20814], [-1.13312, -2.26212, -0.49369], [-0.20147, -2.99265, -1.79273], [1.26937, -2.34112, 0.00170], [1.31000, -4.08855, -0.03936], [0.59480, -5.27145, 1.67364], [-1.04647, -4.66636, 2.07414], [0.28319, -4.42222, 3.19840]], "e_above_lowest_kcal_mol": 174.8, "smiles": "CCCCO[P@@](=O)(OCCC(F)(F)F)O[C@H](Cl)CC.COCCNCCOC", "lumo_energy_ev": 0.34, "spin_multiplicity": 1, "energy_ha": -2237.181309, "homo_energy_ev": -8.6, "orbital_gap_ev": 8.91}

---

No. 5
{"formula": "CH2S2", "method": "ωB97M-V with the def2-TZVPD basis set", "elements": ["C", "H", "H", "S", "S"], "coordinates": [[-0.51662, 0.07578, -0.01499], [1.73418, 0.37215, -0.10058], [-0.35990, 1.11019, 0.10840], [1.02596, -0.81820, 0.00796], [-1.88363, -0.73993, -0.00079]], "e_above_lowest_kcal_mol": 3.9, "smiles": "S=CS", "lumo_energy_ev": -0.35, "spin_multiplicity": 1, "energy_ha": -835.641640, "homo_energy_ev": -9.0, "orbital_gap_ev": 8.67}

---

No. 6
{"formula": "C6H18N2O", "method": "ωB97M-V with the def2-TZVPD basis set", "elements": ["C", "N", "C", "C", "C", "C", "N", "C", "H", "H", "H", "H", "H", "H", "H", "H", "H", "H", "H", "H", "H", "H", "H", "H", "H", "H", "O"], "coordinates": [[-2.25169, 0.59934, 1.16073], [-1.56281, -0.21512, 0.12696], [0.67894, -2.09153, 0.71857], [0.59171, -1.26040, -0.58383], [-0.25599, 0.10815, -0.43847], [-0.06556, 0.65995, -1.88104], [1.24744, 1.46451, -2.00589], [1.50160, 2.59187, -1.11834], [-1.51202, 0.97626, 1.87499], [-2.67061, 1.54843, 0.66557], [-3.03822, 0.02603, 1.64300], [-2.17104, -0.36434, -0.68796], [1.67176, -2.42170, 0.83069], [0.33138, -1.50342, 1.54386], [0.01535, -2.96174, 0.61488], [1.60839, -0.90701, -0.77596], [0.16211, -1.72604, -1.41507], [0.52298, 0.57334, 0.37801], [-0.92272, 1.35409, -1.95494], [0.01343, 0.07674, -2.72482], [1.51253, 1.54664, -2.97101], [1.78162, 3.75618, -1.53382], [2.50916, 2.40190, -0.53052], [0.60149, 2.89548, -0.57649], [-0.35715, -1.69384, 3.01266], [0.40890, -2.95337, 3.04059], [-0.35098, -2.48038, 3.58765]], "e_above_lowest_kcal_mol": 81.0, "smiles": "CC[C@@H](CNC)NC.O", "lumo_energy_ev": 0.88, "spin_multiplicity": 1, "energy_ha": -424.020751, "homo_energy_ev": -8.3, "orbital_gap_ev": 9.21}

---

Copy entry 2 word for word.
{"formula": "C2H4BBrClO", "method": "ωB97M-V with the def2-TZVPD basis set", "elements": ["O", "C", "Cl", "C", "B", "Br", "H", "H", "H", "H"], "coordinates": [[1.35440, -1.60958, -0.32435], [1.30257, -0.45403, -0.11464], [2.92430, 0.35877, 0.38284], [0.20667, 0.52162, -0.22784], [-1.23181, -0.03171, 0.34872], [-2.16955, -1.25076, -1.04517], [0.15617, 0.82900, -1.27531], [0.48404, 1.39676, 0.35960], [-1.05425, -0.67005, 1.36443], [-1.97254, 0.90999, 0.53172]], "lumo_energy_ev": 3.42, "spin_multiplicity": 1, "energy_ha": -3213.020391, "homo_energy_ev": -4.9, "orbital_gap_ev": 8.31, "total_charge": -1}